DFT (wB97M-V/def2-TZVPD) results for 2 unconnected molecules or ions with the total composition C6H12Br2Si at a distorted geometry.

Values from the calculation:
E_tot, Eh: -5673.18764
HOMO-LUMO gap (alpha / beta), eV: 7.9570 / 7.9177
Energy relative to the best compared isomer or geometry (same formula, charge and spin), kJ/mol: 403.90

Last column: Mulliken charge in e.
Cartesian coordinates (Å):
C (-0.575, 2.033, -0.315)  0.596
C (-1.769, 1.542, -0.763)  -0.635
C (-0.343, 3.476, -0.259)  -1.170
C (1.214, -1.775, -0.576)  -0.680
C (-0.099, -2.414, -0.216)  -0.522
C (2.363, -2.596, -0.073)  -0.622
Si (-1.697, -1.613, -0.838)  0.391
Br (3.973, -1.473, 0.057)  -0.213
Br (-3.140, -2.941, 0.375)  -0.304
H (0.219, 1.199, -0.078)  -0.109
H (-2.679, 1.963, -1.164)  0.297
H (0.087, 3.764, -1.182)  0.280
H (0.358, 3.766, 0.465)  0.363
H (-1.272, 3.954, -0.008)  0.349
H (1.248, -1.529, -1.573)  0.555
H (1.253, -0.774, -0.165)  0.120
H (-0.211, -3.495, -0.690)  0.271
H (-0.051, -2.348, 0.926)  0.346
H (2.472, -3.296, -0.865)  0.382
H (2.288, -3.110, 0.922)  0.397
H (-1.910, -2.135, -2.131)  -0.093